ORCA calculation (ωB97M-V/def2-TZVPD) on a molecular structure, C15H20GaIN3O4S in a non-equilibrium geometry.

Total charge   -1
Total energy   -99849.456 eV
Gap between HOMO and LUMO   5.5 eV

Structure (XYZ):
```
45
Properties=species:S:1:pos:R:3:forces:R:3
H 2.5835 2.0596 0.1269 0.29 -0.08 -0.25
H 1.8833 2.7402 -4.2068 -0.11 0.00 -0.03
C -4.3660 1.6711 1.0663 -0.11 0.02 0.03
C 0.8015 1.9565 1.3622 0.53 0.10 -0.30
H 0.2685 0.2870 -2.4348 -0.32 -0.10 -0.11
H -5.2302 5.1616 2.4746 0.11 0.05 0.00
N 1.1968 -4.0543 1.7986 -0.09 0.04 0.12
C 2.7348 -5.7665 0.9415 0.11 -0.15 0.12
H -2.3454 2.3890 0.9465 0.04 0.08 0.01
N 2.4365 1.9604 -4.5425 0.22 -0.50 -0.04
C 1.8947 -4.7003 0.6765 0.06 -0.05 -0.14
C -4.9961 4.1834 2.0833 -0.15 0.11 0.08
O 0.4323 -3.1455 1.5443 0.09 -0.10 0.06
O 1.4178 -4.4782 2.9207 -0.04 0.08 -0.13
N -2.6322 4.8540 1.9121 0.05 -0.04 -0.06
H 1.4543 1.7410 2.2037 0.06 -0.13 0.22
O -1.5139 4.5136 1.5897 -0.02 0.32 0.12
C -3.3652 2.6156 1.2250 0.15 -0.13 -0.09
S 0.7093 2.3455 -1.3721 -0.03 0.12 -0.06
Ga 2.7626 0.7281 -3.1000 -0.04 0.99 0.49
C 3.1716 -5.9390 -1.4143 -0.02 0.00 0.01
H 4.0234 1.2171 -2.2463 0.04 -0.16 -0.02
H -4.1222 0.6966 0.6675 0.03 -0.01 -0.01
C 1.1219 0.6539 -1.8792 0.48 -0.18 -0.43
H 4.0360 -7.2231 0.0735 0.01 -0.01 0.02
H 1.2551 0.0018 -1.0226 -0.08 -0.03 0.34
H 1.0358 -3.3910 -0.7926 0.00 0.04 0.08
C -3.6990 3.8561 1.7362 -0.14 -0.12 -0.02
O -2.9363 5.9442 2.3639 0.07 -0.15 -0.06
H 1.9272 1.5116 -5.2949 -0.10 0.14 -0.06
H 1.7102 3.5854 0.3172 0.32 0.30 0.02
H 3.6731 -6.4274 -2.2391 0.02 0.01 -0.01
H 0.3066 1.0505 1.0372 -0.18 -0.29 0.18
C -5.9889 3.2319 1.9200 0.03 -0.08 -0.03
H -7.0093 3.4700 2.1869 -0.01 0.02 0.01
C 1.6860 -4.2330 -0.6082 -0.10 0.10 -0.09
H 2.1835 -4.5055 -2.6695 0.03 0.09 0.01
H -6.4522 1.2353 1.2914 -0.01 -0.01 -0.01
H 2.8869 -6.1080 1.9538 -0.07 0.08 0.05
H 0.0803 2.6950 1.6758 -0.39 0.04 0.10
C 1.6068 2.5169 0.1888 -0.68 -0.10 0.09
C 3.3762 -6.3874 -0.1158 -0.02 0.03 -0.09
C 2.3306 -4.8636 -1.6602 0.04 -0.07 -0.04
C -5.6741 1.9770 1.4152 0.01 0.01 0.00
I 3.3438 -1.6274 -4.1001 -0.09 -0.26 -0.10
```
Forces are in eV/Å.